No. 1
Below is a molecular structure, C13H19AlN5O2S in a non-equilibrium geometry, with properties calculated with ωB97M-V/def2-TZVPD.

Last column: natural (NBO) charge in e.
Atoms and positions in Å:
Al1 1.2592 0.3459 -0.0058  1.877
C1 1.2577 4.4051 1.3840  -0.719
C2 1.1142 2.9640 1.1197  0.391
N1 1.6436 2.3308 0.1169  -0.417
N2 2.4488 2.9032 -0.8055  -0.403
C3 3.0819 2.1048 -1.6950  0.371
N3 3.9003 2.6167 -2.5819  -0.686
S1 2.8120 0.3922 -1.6644  -0.123
C4 0.4300 2.0564 2.0478  0.130
C5 -0.3678 2.4696 3.1051  -0.156
C6 -0.8389 1.5278 4.0163  -0.069
C7 -0.4801 0.1973 3.8450  -0.188
C8 0.2758 -0.1564 2.7332  0.110
N4 0.7099 0.7437 1.8487  -0.623
H1 2.2788 4.7420 1.1998  0.268
H2 1.0085 4.6612 2.4097  0.283
H3 0.5969 4.9803 0.7290  0.296
H4 2.5872 3.9134 -0.8043  0.438
H5 4.1319 3.6046 -2.6441  0.447
H6 4.3581 2.0103 -3.2528  0.461
H7 -0.6322 3.5089 3.2168  0.265
H8 -1.4560 1.8367 4.8480  0.278
H9 -0.7851 -0.5527 4.5579  0.278
H10 0.5741 -1.1826 2.5578  0.233
O1 -2.0281 -0.7737 -0.2774  -0.556
C9 -1.0389 -1.4195 -0.4752  0.816
O2 0.1762 -0.8885 -0.4092  -0.950
C10 -1.1227 -2.9161 -0.7941  -0.163
N5 -2.5607 -3.3042 -0.6868  -0.509
C11 -2.9157 -4.1086 -1.8948  -0.229
C12 -2.0393 -3.5034 -2.9754  -0.428
C13 -0.7152 -3.2599 -2.2480  -0.410
H11 -0.5095 -3.4690 -0.0779  0.261
H12 -3.0902 -2.4077 -0.6732  0.468
H13 -2.7917 -3.8011 0.1789  0.455
H14 -3.9809 -4.0333 -2.1067  0.261
H15 -2.6577 -5.1530 -1.7123  0.240
H16 -2.4714 -2.5770 -3.3528  0.231
H17 -1.9158 -4.1841 -3.8141  0.277
H18 -0.1364 -2.4604 -2.7081  0.244
H19 -0.1091 -4.1649 -2.2541  0.251

**HOMO-LUMO gap**: 8.543 eV
**Energy**: -42745.556 eV
**Largest force on an atom**: 0.0240 Eh/bohr
**HOMO level**: -19.25 eV
**Net charge**: +3
**LUMO energy**: -10.711 eV


No. 2
Below is a molecular structure, C13H19AsClN2O5STa, with properties calculated with ωB97M-V/def2-TZVPD.

Last column: natural (NBO) charge in e.
Atoms and positions in Å:
Ta1 1.2091 -0.3218 -0.1301  2.022
N1 3.6546 -3.3282 -1.7972  -0.704
C1 3.1610 -2.1834 -1.4017  0.740
O1 1.9812 -2.1234 -0.9192  -0.717
C2 3.9389 -0.9101 -1.4732  -0.515
C3 2.9679 0.2471 -1.2527  -0.856
H1 3.1319 -4.1863 -1.7006  0.433
H2 4.5857 -3.3831 -2.1820  0.438
H3 4.4976 -0.8511 -2.4095  0.264
H4 4.6781 -0.9498 -0.6662  0.276
H5 2.4859 0.5309 -2.2081  0.260
H6 3.4771 1.1459 -0.9106  0.277
O2 -0.5566 -0.1600 1.2661  -0.649
C4 -1.0515 0.8345 1.8259  0.488
C5 -0.6795 2.1927 1.5762  -0.294
C6 -1.3646 3.2089 2.2533  -0.079
C7 -1.0441 4.5131 1.9841  0.005
C8 -0.0648 4.8511 1.0564  -0.085
C9 0.6160 3.8521 0.3815  -0.253
C10 0.3150 2.5270 0.6407  0.457
O3 0.9909 1.5564 -0.0129  -0.754
N2 -1.7671 5.5882 2.6996  0.530
O4 -2.6158 5.2372 3.4881  -0.343
O5 -1.4541 6.7234 2.4319  -0.325
H7 -1.8610 0.6567 2.5417  0.187
H8 -2.1351 2.9844 2.9804  0.271
H9 0.1505 5.8957 0.8766  0.282
H10 1.3825 4.0901 -0.3429  0.254
Cl1 2.1086 -1.0261 1.8444  -0.222
C11 -2.4578 -3.3688 -2.3874  -0.952
As1 -1.9135 -2.3390 -0.8754  1.521
C12 -0.9736 -3.4216 0.3905  -0.968
C13 -3.4497 -1.5570 -0.0535  -0.956
S1 -0.6628 -0.7653 -1.6915  -0.472
H11 -3.1464 -4.1470 -2.0609  0.273
H12 -1.5768 -3.8109 -2.8470  0.269
H13 -2.9507 -2.7023 -3.0928  0.277
H14 -1.6228 -4.2365 0.7092  0.281
H15 -0.7217 -2.7981 1.2472  0.268
H16 -0.0746 -3.8197 -0.0740  0.266
H17 -4.1970 -2.3308 0.1182  0.276
H18 -3.8451 -0.7920 -0.7183  0.276
H19 -3.1460 -1.1231 0.8955  0.255

**HOMO-LUMO gap**: 8.117 eV
**Energy**: -112741.549 eV
**Largest force on an atom**: 0.0100 Eh/bohr
**HOMO level**: -15.49 eV
**Net charge**: +2
**LUMO energy**: -7.371 eV


No. 3
Below is a molecular structure, C13H19BaP2 in a non-equilibrium geometry, with properties calculated with ωB97M-V/def2-TZVPD.

Last column: natural (NBO) charge in e.
Atoms and positions in Å:
C1 -0.1247 -1.4013 -1.3929  -0.463
C2 0.5369 -2.5899 -0.9947  -0.425
C3 1.9189 -2.3223 -1.1958  -0.423
C4 2.1294 -1.0322 -1.7642  -0.393
C5 0.8400 -0.4372 -1.8553  -0.440
Ba1 1.1387 -0.6975 0.8584  0.240
P1 -1.8781 -0.2802 1.7456  -0.132
H1 -1.2142 -1.2437 -1.6011  0.215
H2 0.0916 -3.5809 -0.9083  0.232
H3 2.6580 -3.1307 -1.0250  0.222
H4 0.4172 0.4596 -2.2234  0.215
H5 3.0986 -0.8482 -2.2819  0.233
H6 -1.8665 0.0342 3.1324  0.030
H7 -2.6588 -1.4830 1.9069  0.027
H8 -2.9481 0.5170 1.3941  -0.033
C6 2.4274 3.3757 0.7611  -0.962
P2 0.6488 2.9760 0.7915  0.719
C7 0.2629 2.5147 2.5357  -0.973
C8 -0.1850 4.6774 0.7358  -0.301
C9 0.4341 5.7142 1.4860  -0.209
C10 -0.1071 7.0136 1.5608  -0.230
C11 -1.3489 7.1962 0.8362  -0.209
C12 -2.0443 6.2017 0.0740  -0.236
C13 -1.4264 4.9349 0.0319  -0.199
H9 2.9275 2.3903 0.8099  0.264
H10 2.6951 4.0215 1.6104  0.214
H11 2.6159 3.8376 -0.2241  0.238
H12 0.5747 3.3375 3.1884  0.226
H13 -0.8207 2.3286 2.6630  0.236
H14 0.8541 1.6151 2.8074  0.241
H15 1.3700 5.5104 2.0398  0.210
H16 0.3905 7.8463 2.1297  0.222
H17 -1.8049 8.1830 0.8714  0.199
H18 -3.0320 6.3890 -0.4808  0.224
H19 -1.8897 4.1092 -0.5317  0.219

**HOMO-LUMO gap**: 2.447 eV
**Energy**: -33056.378 eV
**Largest force on an atom**: 0.0627 Eh/bohr
**HOMO level**: 0.02 eV
**Net charge**: -1
**LUMO energy**: 2.468 eV


No. 4
Below is a single C13H19BrN2O3 molecule in a non-equilibrium geometry, with properties calculated with ωB97M-V/def2-TZVPD.

Last column: natural (NBO) charge in e.
Atoms and positions in Å:
C1 -6.6052 -0.7277 -1.8862  -0.234
O1 -5.1877 -0.3899 -2.0185  -0.494
C2 -4.2815 -1.1339 -1.3200  0.544
C3 -2.8350 -0.6819 -1.4579  -0.313
C4 -1.7944 -1.3464 -0.8421  0.174
N1 -0.5972 -0.6641 -0.7044  -0.612
C5 0.3724 -0.8601 0.2529  0.693
O2 0.4670 -1.7656 1.0422  -0.587
C6 1.2564 0.4725 0.4981  0.178
C7 0.8398 1.0172 1.8451  -0.643
O3 0.9419 1.3921 -0.4904  -0.747
C8 2.8339 0.1423 0.4415  -0.406
C9 3.7961 1.2492 1.0273  -0.235
C10 5.2492 0.7531 0.8774  -0.606
C11 3.7365 2.5786 0.2952  -0.626
C12 -2.1706 -2.4564 -0.2355  -0.335
C13 -3.4914 -2.8679 -0.0164  0.204
Br1 -3.7293 -4.6817 0.7085  0.042
N2 -4.5421 -2.2189 -0.5759  -0.534
H1 -7.0154 0.2514 -2.1572  0.193
H2 -6.9022 -0.9863 -0.9847  0.188
H3 -6.9151 -1.4997 -2.5803  0.187
H4 -2.7645 0.2700 -2.0289  0.221
H5 -0.6143 0.2439 -1.1905  0.437
H6 1.3847 1.8145 2.1481  0.202
H7 -0.2021 1.4609 1.7066  0.218
H8 0.7121 0.2678 2.7193  0.246
H9 1.4669 2.2166 -0.3789  0.494
H10 3.1352 -0.1038 -0.6512  0.211
H11 3.1166 -0.7085 1.0339  0.225
H12 3.5928 1.3656 2.0033  0.198
H13 5.8281 1.2013 0.0696  0.207
H14 5.2171 -0.3285 0.6655  0.211
H15 5.8711 1.0180 1.7461  0.216
H16 2.9176 3.2313 0.6101  0.194
H17 4.7146 3.1217 0.3982  0.223
H18 3.6533 2.4510 -0.8477  0.209
H19 -1.4554 -3.0977 0.2776  0.256

**HOMO-LUMO gap**: 9.122 eV
**Energy**: -92952.592 eV
**Largest force on an atom**: 0.1282 Eh/bohr
**HOMO level**: -8.56 eV
**Net charge**: 0
**Structure (SMILES)**: COc1cc(NC(=O)[C@](C)(O)CC(C)C)cc(Br)n1
**LUMO energy**: 0.561 eV


No. 5
Below is a molecular structure, C13H19BrSiV in a non-equilibrium geometry, with properties calculated with ωB97M-V/def2-TZVPD.

Last column: Mulliken spin population.
Atoms and positions in Å:
C1 2.4725 0.2311 -0.2694  0.043
C2 1.9567 1.5405 -0.0780  0.051
C3 1.7570 1.7434 1.3167  -0.078
H1 1.8496 2.3240 -0.8223  -0.006
C4 2.0823 0.5302 1.9747  0.056
C5 2.5255 -0.4074 0.9962  0.065
H2 2.8055 -1.4271 1.1995  0.040
H3 2.7561 -0.1807 -1.2312  0.001
H4 1.5536 2.6883 1.8025  0.000
H5 1.9921 0.3874 3.0515  0.024
V1 0.6384 0.0907 0.5329  2.766
Br1 -0.5465 -0.9284 -1.4290  0.023
C6 -1.3960 -4.3668 -1.5695  0.002
C7 -0.2719 -5.0094 -0.9498  0.000
C8 0.8572 -4.8617 -1.8213  0.000
H6 -0.3085 -5.6339 -0.0626  0.000
C9 0.4356 -4.1336 -2.9772  0.000
C10 -0.9558 -3.8225 -2.8263  0.000
H7 -1.5961 -3.4014 -3.5930  0.000
H8 -2.4256 -4.4282 -1.2359  -0.001
H9 1.8203 -5.3536 -1.7000  0.000
H10 1.0206 -3.9859 -3.8825  0.000
C11 -2.7304 1.9715 0.3544  0.020
Si1 -0.9904 2.3820 0.9296  -0.017
C12 -0.4499 3.9467 -0.0138  0.001
C13 -1.1167 2.8372 2.7690  0.005
H11 -2.7327 1.7120 -0.7144  0.002
H12 -3.4033 2.8301 0.5156  0.000
H13 -3.1259 1.1086 0.9169  -0.001
H14 -1.1543 4.7806 0.1486  0.000
H15 0.5498 4.3098 0.2802  -0.002
H16 -0.4183 3.7505 -1.0987  0.001
H17 -1.8008 3.6890 2.9330  -0.001
H18 -1.5062 1.9799 3.3452  0.005
H19 -0.1435 3.1073 3.2085  0.000

**HOMO-LUMO gap (alpha / beta)**: 4.870 / 4.880 eV
**Energy**: -117394.804 eV
**Largest force on an atom**: 0.1362 Eh/bohr
**HOMO level (alpha / beta)**: 0.37 / 0.29 eV
**Net charge**: -2
**2S+1**: 4
**LUMO energy (alpha / beta)**: 5.242 / 5.168 eV


No. 6
Below is a molecular structure, C13H19CdP2 in a non-equilibrium geometry, with properties calculated with ωB97M-V/def2-TZVPD.

Last column: natural (NBO) charge in e.
Atoms and positions in Å:
C1 0.6115 -0.2224 -4.3596  -0.373
C2 -0.5600 -0.9997 -4.4987  -0.362
C3 -0.3467 -2.2498 -3.8247  -0.372
C4 0.9896 -2.2238 -3.2904  -0.367
C5 1.5383 -0.9382 -3.5270  -0.411
Cd1 1.5000 1.1577 -1.0366  0.165
P1 -0.2211 2.8480 -1.4359  -0.175
H1 0.7525 0.8118 -4.6893  0.181
H2 -1.5128 -0.6254 -4.8695  0.178
H3 -1.1334 -2.9593 -3.5263  0.177
H4 2.5857 -0.6589 -3.3526  0.202
H5 1.4029 -2.9651 -2.6021  0.176
H6 -1.2588 2.7160 -0.4297  0.019
H7 -0.7965 3.2346 -2.7016  0.027
H8 0.6136 3.9044 -1.0312  0.034
C6 1.2478 -1.9271 1.1594  -0.940
P2 0.1968 -0.5400 0.5889  0.712
C7 -1.4370 -1.3634 0.2962  -0.937
C8 -0.0871 0.4157 2.1313  -0.336
C9 0.9906 0.6536 2.9875  -0.222
C10 0.8048 1.3387 4.1921  -0.203
C11 -0.4736 1.8593 4.5323  -0.232
C12 -1.5186 1.6803 3.6260  -0.235
C13 -1.3296 0.9879 2.4237  -0.169
H9 1.2707 -2.6619 0.3464  0.255
H10 0.8297 -2.3708 2.0678  0.216
H11 2.2381 -1.4960 1.3474  0.245
H12 -1.7356 -1.8616 1.2407  0.205
H13 -2.1742 -0.6045 0.0563  0.227
H14 -1.3446 -2.1312 -0.4829  0.264
H15 1.9875 0.3179 2.7124  0.226
H16 1.6353 1.4755 4.8727  0.207
H17 -0.6118 2.3833 5.4801  0.207
H18 -2.5049 2.0917 3.8747  0.205
H19 -2.1490 0.9228 1.7218  0.203

**HOMO-LUMO gap**: 4.625 eV
**Energy**: -36927.872 eV
**Largest force on an atom**: 0.0532 Eh/bohr
**HOMO level**: -1.87 eV
**Net charge**: -1
**LUMO energy**: 2.752 eV


No. 7
Below is a molecular structure, C13H19Cl3InN3O11P in a non-equilibrium geometry, with properties calculated with ωB97M-V/def2-TZVPD.

Last column: natural (NBO) charge in e.
Atoms and positions in Å:
In1 -7.7606 -13.1193 -3.0401  1.999
O1 -7.7072 -14.3904 -1.1544  -0.825
Cl1 -6.2006 -14.7483 -1.2190  2.472
O2 -5.9167 -16.0998 -1.5103  -0.757
O3 -5.8042 -13.9255 -2.4422  -0.888
O4 -5.4758 -14.1945 -0.1182  -0.737
C1 -9.2246 -18.4792 -5.0931  -0.623
C2 -8.3077 -17.7157 -4.1811  0.261
C3 -6.9524 -17.4404 -4.7686  -0.659
C4 -8.1268 -18.3733 -2.8632  -0.644
O5 -9.0835 -16.4626 -3.8273  -0.828
P1 -9.0162 -15.0816 -4.6168  2.573
O6 -9.8504 -14.1522 -3.7024  -1.130
O7 -7.6533 -14.4015 -4.7555  -1.189
O8 -9.6637 -15.3715 -6.0539  -0.879
C5 -9.6128 -14.6211 -7.3787  0.299
C6 -10.1611 -13.2367 -7.1788  -0.653
C7 -10.4950 -15.4449 -8.2418  -0.627
C8 -8.1747 -14.5772 -7.7908  -0.656
H1 -8.8114 -19.4801 -5.1720  0.203
H2 -9.2113 -18.0281 -6.0791  0.220
H3 -10.2911 -18.5598 -4.6323  0.225
H4 -6.3408 -18.3802 -4.8656  0.219
H5 -6.3289 -16.7062 -4.2033  0.252
H6 -6.9694 -17.0199 -5.7697  0.216
H7 -7.3532 -19.1058 -2.7472  0.216
H8 -9.0554 -18.7823 -2.4209  0.213
H9 -7.7142 -17.5551 -2.2363  0.248
H10 -11.2475 -13.3310 -7.0074  0.209
H11 -10.0391 -12.5945 -8.0606  0.221
H12 -9.6114 -12.6889 -6.3776  0.264
H13 -11.4789 -15.7475 -7.7587  0.226
H14 -9.9324 -16.3292 -8.4460  0.209
H15 -10.7625 -14.8578 -9.1364  0.215
H16 -7.7118 -13.7416 -7.1578  0.261
H17 -8.0854 -14.3794 -8.8754  0.214
H18 -7.5985 -15.4768 -7.5106  0.214
O9 -8.3270 -11.5492 -1.6407  -0.606
N1 -7.3459 -11.5201 -0.7278  0.043
C9 -7.5249 -10.5463 0.1601  -0.148
C10 -6.3534 -10.1498 0.8894  0.283
N2 -5.3788 -9.8675 1.4777  -0.326
C11 -8.7661 -9.8826 0.3210  0.264
N3 -9.7598 -9.2905 0.3845  -0.300
Cl2 -5.1289 -11.1695 -3.5147  0.038
C12 -6.0463 -10.3079 -4.7504  -0.301
Cl3 -6.3342 -8.5930 -4.2024  -0.060
C13 -7.3827 -10.9749 -5.3364  0.783
O10 -7.5318 -11.0176 -6.5923  -0.630
O11 -8.1600 -11.5067 -4.4036  -0.825
H19 -5.3509 -10.0327 -5.5195  0.228

**HOMO-LUMO gap**: 9.113 eV
**Energy**: -92808.925 eV
**Largest force on an atom**: 0.0780 Eh/bohr
**HOMO level**: -6.75 eV
**Net charge**: -1
**LUMO energy**: 2.366 eV


No. 8
Below is 4 unconnected molecules or ions with the total composition C13H19ClF3INO12P2 in a non-equilibrium geometry, with properties calculated with ωB97M-V/def2-TZVPD.

Last column: natural (NBO) charge in e.
Atoms and positions in Å:
N1 -3.8744 0.4872 5.2539  -0.651
C1 -3.9397 0.9094 4.0554  0.160
C2 -2.9464 1.8834 3.4495  -0.842
P1 -2.0201 1.2395 1.8891  0.981
O1 -1.0837 0.7338 0.4982  -1.051
C3 -3.6535 0.7754 0.9400  -0.852
C4 -4.5698 1.9522 0.5965  0.534
O2 -4.4726 2.4604 -0.4438  -0.524
I1 -6.1164 2.7517 1.9070  -0.100
P2 -0.0949 1.9240 2.8735  0.716
O3 0.5549 3.1423 1.8731  -1.017
Cl1 1.3299 0.3619 2.7571  -0.395
H1 -4.6702 -0.1501 5.3708  0.310
H2 -4.7959 0.5477 3.4480  0.139
H3 -2.1751 2.0380 4.2343  0.239
H4 -3.4020 2.8843 3.3105  0.231
H5 -1.9072 -0.0860 2.4631  -0.147
H6 -2.1135 2.5693 1.3102  -0.171
H7 -1.1659 -0.2197 0.3598  0.468
H8 -3.3328 0.3682 -0.0286  0.265
H9 -4.2009 -0.0549 1.4239  0.219
H10 0.0340 3.9491 1.9869  0.490
C5 3.5884 0.7015 -0.1116  -0.143
C6 4.9905 0.7818 0.4172  0.444
O4 5.7688 0.8540 -0.7683  -0.497
C7 4.9776 1.4550 -1.7018  0.973
O5 5.3824 1.9168 -2.7229  -0.601
O6 3.6818 1.4672 -1.3201  -0.469
F1 5.3318 -0.3415 1.0950  -0.326
H11 3.2899 -0.3202 -0.3523  0.203
H12 2.8583 1.1282 0.5720  0.252
H13 5.1893 1.6567 1.0391  0.156
C8 5.8126 0.5191 -5.9536  -0.142
C9 4.4724 0.5906 -6.6286  0.443
O7 4.5587 -0.4334 -7.6053  -0.494
C10 5.4159 -1.3695 -7.0999  0.964
O8 5.5213 -2.4746 -7.5173  -0.563
O9 6.1265 -0.8728 -6.0541  -0.481
F2 4.2971 1.7796 -7.2567  -0.327
H14 6.5746 1.1009 -6.4761  0.196
H15 5.7758 0.8410 -4.9144  0.240
H16 3.6238 0.3976 -5.9694  0.160
C11 -4.2112 -4.8430 1.6484  -0.129
C12 -3.9719 -4.0714 2.9181  0.443
O10 -3.0888 -3.0506 2.5034  -0.476
C13 -3.3671 -2.8155 1.1875  0.970
O11 -3.0147 -1.8577 0.5898  -0.548
O12 -4.1138 -3.8253 0.6547  -0.485
F3 -3.3514 -4.8370 3.8508  -0.327
H17 -3.4437 -5.5995 1.4717  0.200
H18 -5.1891 -5.3208 1.6252  0.202
H19 -4.8696 -3.6244 3.3512  0.154

**HOMO-LUMO gap**: 6.114 eV
**Energy**: -87203.044 eV
**Largest force on an atom**: 0.0567 Eh/bohr
**HOMO level**: -3.97 eV
**Net charge**: -1
**LUMO energy**: 2.146 eV